{
  "formula": "C62H195N40O33",
  "method": "wB97M-V/def2-TZVPD",
  "elements": ["C", "C", "C", "C", "C", "C", "N", "O", "C", "C", "C", "H", "H", "H", "H", "H", "H", "H", "H", "H", "H", "H", "H", "H", "H", "H", "H", "H", "H", "C", "O", "H", "H", "H", "H", "C", "O", "H", "H", "H", "H", "C", "O", "H", "H", "H", "H", "C", "O", "H", "H", "H", "H", "C", "O", "H", "H", "H", "H", "C", "O", "H", "H", "H", "H", "C", "O", "H", "H", "H", "H", "C", "O", "H", "H", "H", "H", "C", "O", "H", "H", "H", "H", "C", "O", "N", "N", "H", "H", "H", "H", "C", "O", "N", "N", "H", "H", "H", "H", "C", "O", "N", "N", "H", "H", "H", "H", "C", "O", "N", "N", "H", "H", "H", "H", "C", "O", "N", "N", "H", "H", "H", "H", "C", "O", "N", "N", "H", "H", "H", "H", "C", "O", "N", "N", "H", "H", "H", "H", "C", "O", "N", "N", "H", "H", "H", "H", "C", "O", "N", "N", "H", "H", "H", "H", "C", "O", "N", "N", "H", "H", "H", "H", "C", "O", "N", "N", "H", "H", "H", "H", "C", "O", "N", "N", "H", "H", "H", "H", "C", "O", "N", "N", "H", "H", "H", "H", "C", "O", "N", "N", "H", "H", "H", "H", "C", "O", "N", "N", "H", "H", "H", "H", "C", "O", "N", "N", "H", "H", "H", "H", "C", "C", "C", "O", "C", "N", "H", "H", "H", "H", "H", "H", "H", "H", "H", "H", "H", "C", "C", "C", "O", "C", "N", "H", "H", "H", "H", "H", "H", "H", "H", "H", "H", "H", "C", "C", "C", "O", "C", "N", "H", "H", "H", "H", "H", "H", "H", "H", "H", "H", "H", "C", "C", "C", "O", "C", "N", "H", "H", "H", "H", "H", "H", "H", "H", "H", "H", "H", "C", "C", "C", "O", "C", "N", "H", "H", "H", "H", "H", "H", "H", "H", "H", "H", "H", "C", "C", "C", "O", "C", "N", "H", "H", "H", "H", "H", "H", "H", "H", "H", "H", "H", "C", "C", "C", "O", "C", "N", "H", "H", "H", "H", "H", "H", "H", "H", "H", "H", "H"],
  "coordinates": [[-1.521, -2.309, -1.444], [-0.258, -1.401, -1.258], [-0.277, -0.047, -2.043], [0.843, 0.905, -1.719], [0.793, 1.217, -0.240], [0.913, -0.015, 0.652], [-0.148, -1.082, 0.246], [-0.029, -2.267, 1.107], [0.522, 0.376, 2.018], [2.342, -0.703, 0.748], [0.919, -2.262, -1.650], [-1.647, -2.911, -0.519], [-1.282, -2.929, -2.337], [-2.376, -1.701, -1.683], [-1.277, 0.426, -1.880], [-0.211, -0.401, -3.073], [0.730, 1.901, -2.212], [1.780, 0.414, -2.067], [-0.184, 1.641, -0.018], [1.577, 1.948, 0.073], [1.101, 1.183, 2.431], [0.490, -0.436, 2.735], [-0.440, 0.865, 2.081], [3.042, 0.026, 1.069], [2.680, -1.227, -0.165], [2.271, -1.379, 1.604], [1.867, -1.730, -1.519], [0.755, -2.581, -2.667], [0.941, -3.241, -1.174], [1.706, 5.152, 1.578], [3.085, 5.503, 1.427], [1.087, 6.058, 1.439], [1.421, 4.409, 0.770], [1.527, 4.711, 2.605], [3.125, 6.066, 0.620], [-7.300, 3.161, -1.855], [-8.279, 2.254, -1.512], [-6.449, 3.226, -1.159], [-6.962, 2.870, -2.854], [-7.703, 4.272, -1.939], [-8.486, 2.385, -0.591], [-0.259, 0.582, -6.634], [-0.410, 1.515, -5.511], [-0.045, -0.464, -6.319], [-1.233, 0.671, -7.179], [0.565, 0.873, -7.311], [-0.947, 2.247, -5.908], [2.153, 8.128, 3.963], [3.084, 7.635, 4.893], [1.506, 8.931, 4.367], [2.739, 8.566, 3.143], [1.586, 7.357, 3.481], [2.655, 6.894, 5.378], [-3.555, 4.328, -1.912], [-2.870, 4.798, -0.755], [-3.249, 4.944, -2.779], [-3.414, 3.261, -2.153], [-4.638, 4.375, -1.748], [-2.762, 4.067, -0.105], [-5.386, -1.370, -0.308], [-6.347, -1.935, -1.147], [-5.553, -0.300, -0.016], [-5.275, -1.898, 0.631], [-4.420, -1.463, -0.809], [-5.974, -2.775, -1.484], [-1.129, -3.293, -7.023], [-1.320, -3.076, -5.700], [-0.242, -3.875, -7.283], [-2.037, -3.784, -7.404], [-1.057, -2.322, -7.526], [-1.697, -2.176, -5.555], [-2.029, -9.177, -0.548], [-2.712, -7.946, -0.294], [-2.331, -9.919, 0.197], [-2.383, -9.554, -1.546], [-0.906, -8.999, -0.610], [-2.573, -7.398, -1.112], [-3.697, -7.922, 6.751], [-4.460, -7.710, 5.588], [-2.614, -7.867, 6.542], [-3.910, -7.259, 7.650], [-3.885, -8.896, 7.137], [-4.534, -6.737, 5.399], [-9.791, -0.580, 0.160], [-9.676, -1.346, 1.088], [-9.020, -0.707, -1.031], [-10.847, 0.313, -0.005], [-8.732, 0.127, -1.575], [-8.252, -1.390, -0.855], [-10.734, 1.021, -0.768], [-11.107, 0.765, 0.864], [3.646, 1.753, -5.121], [4.663, 2.505, -4.980], [3.744, 0.538, -5.640], [2.452, 2.130, -4.601], [2.940, -0.053, -5.814], [4.581, 0.329, -6.143], [1.590, 1.568, -4.797], [2.289, 2.991, -4.128], [8.569, 1.477, 4.841], [8.537, 0.336, 5.314], [8.821, 2.567, 5.705], [8.209, 1.812, 3.562], [9.365, 2.254, 6.478], [9.065, 3.468, 5.337], [8.146, 2.774, 3.314], [8.268, 1.056, 2.783], [2.559, -2.678, -5.781], [2.393, -1.896, -6.710], [1.488, -3.042, -4.998], [3.804, -3.191, -5.428], [0.595, -2.504, -4.999], [1.648, -3.643, -4.252], [4.166, -3.253, -4.487], [4.527, -3.076, -6.144], [-3.189, -0.773, 2.072], [-3.992, -0.248, 2.844], [-2.919, -0.201, 0.821], [-2.470, -1.892, 2.308], [-1.967, -0.406, 0.466], [-3.252, 0.801, 0.778], [-2.313, -2.072, 3.304], [-1.597, -1.859, 1.780], [-1.430, -6.046, -3.456], [-1.680, -7.022, -2.759], [-2.319, -5.050, -3.788], [-0.163, -5.836, -4.099], [-3.281, -5.142, -3.454], [-2.118, -4.280, -4.455], [0.359, -6.693, -4.207], [-0.155, -5.120, -4.797], [-4.927, -5.071, -1.064], [-5.014, -4.180, -1.889], [-5.979, -5.965, -0.873], [-3.835, -5.215, -0.306], [-6.947, -5.679, -1.059], [-5.887, -6.632, -0.086], [-2.937, -4.718, -0.414], [-3.615, -6.068, 0.217], [-1.345, 0.826, 6.013], [-1.819, 1.956, 6.194], [-1.865, -0.065, 5.123], [-0.174, 0.424, 6.624], [-1.527, -0.978, 4.951], [-2.772, 0.127, 4.694], [0.081, 0.788, 7.496], [0.214, -0.410, 6.337], [-1.947, 3.301, 2.354], [-2.341, 3.094, 1.156], [-2.473, 2.491, 3.357], [-1.199, 4.351, 2.747], [-2.876, 1.640, 3.037], [-2.137, 2.464, 4.325], [-0.805, 4.417, 3.666], [-0.860, 4.942, 1.976], [1.225, 4.265, 5.350], [0.559, 5.118, 4.718], [0.718, 3.446, 6.358], [2.575, 4.180, 5.253], [-0.247, 3.389, 6.290], [1.134, 2.524, 6.474], [3.109, 4.602, 4.503], [3.002, 3.624, 5.987], [1.370, -5.452, 0.481], [1.791, -6.522, 0.203], [0.085, -4.975, 0.235], [2.264, -4.464, 0.878], [-0.197, -5.553, -0.494], [-0.193, -4.045, 0.369], [3.313, -4.640, 0.851], [1.877, -3.515, 0.931], [3.304, 5.123, -2.777], [2.262, 4.454, -2.870], [4.399, 4.770, -3.477], [3.330, 6.192, -1.886], [4.395, 3.900, -4.007], [5.237, 5.122, -3.031], [2.406, 6.604, -1.743], [3.984, 6.944, -2.212], [0.116, 6.737, -0.771], [1.023, 7.590, -0.897], [-1.034, 6.996, -0.135], [0.120, 5.533, -1.413], [-1.082, 7.829, 0.451], [-1.866, 6.444, -0.275], [-0.651, 4.990, -1.026], [0.821, 5.233, -2.063], [3.837, 1.181, 6.178], [3.047, 1.627, 7.016], [3.423, 0.910, 4.907], [5.139, 0.998, 6.490], [2.392, 0.912, 4.841], [3.886, 0.163, 4.396], [5.325, 1.060, 7.471], [5.854, 0.681, 5.843], [0.683, -3.127, 4.677], [-0.386, -2.614, 5.061], [0.887, -3.295, 3.356], [1.622, -3.561, 5.555], [1.647, -3.901, 3.013], [0.433, -2.804, 2.496], [1.218, -3.920, 6.419], [2.220, -4.346, 5.211], [6.143, 5.392, 4.112], [7.248, 4.929, 4.515], [5.746, 6.691, 4.394], [5.198, 4.639, 3.514], [4.782, 6.939, 4.390], [6.376, 7.308, 4.930], [4.423, 5.046, 2.939], [5.363, 3.619, 3.475], [-4.398, 0.369, -3.482], [-3.887, -0.833, -4.267], [-5.035, -1.364, -5.085], [-4.571, -2.295, -6.024], [-5.091, -3.604, -6.105], [-2.618, -0.591, -5.007], [-5.371, 0.150, -3.043], [-4.606, 1.181, -4.165], [-3.720, 0.688, -2.691], [-3.495, -1.591, -3.568], [-5.629, -0.636, -5.605], [-5.769, -1.829, -4.402], [-4.459, -4.149, -6.820], [-6.139, -3.647, -6.510], [-5.163, -4.162, -5.134], [-2.845, 0.114, -5.726], [-1.925, -0.114, -4.452], [5.039, -5.788, -2.272], [5.391, -4.671, -1.337], [4.523, -3.454, -1.431], [5.083, -2.705, -2.538], [4.489, -1.438, -2.798], [5.509, -5.093, 0.053], [4.053, -6.244, -2.101], [5.846, -6.534, -2.262], [5.058, -5.386, -3.294], [6.356, -4.322, -1.696], [4.740, -2.820, -0.605], [3.495, -3.691, -1.442], [4.651, -0.821, -1.964], [3.453, -1.413, -3.130], [5.021, -1.057, -3.725], [5.236, -6.057, 0.163], [6.513, -4.979, 0.327], [4.331, 2.172, -1.075], [5.823, 2.401, -0.899], [6.037, 2.720, 0.567], [7.397, 3.055, 0.879], [7.627, 4.395, 0.484], [6.637, 1.250, -1.371], [4.107, 2.197, -2.131], [3.729, 3.029, -0.652], [4.025, 1.262, -0.560], [6.171, 3.258, -1.524], [5.825, 1.812, 1.127], [5.373, 3.518, 0.844], [8.652, 4.691, 0.716], [6.909, 5.112, 0.951], [7.612, 4.455, -0.597], [6.750, 1.158, -2.395], [7.599, 1.264, -1.024], [5.544, -2.638, 3.944], [6.453, -1.538, 3.457], [7.243, -1.906, 2.197], [8.113, -0.801, 1.970], [8.799, -0.643, 0.751], [5.588, -0.360, 3.288], [5.959, -3.570, 4.242], [4.891, -2.856, 3.099], [4.892, -2.286, 4.793], [7.230, -1.254, 4.237], [6.646, -2.082, 1.287], [7.889, -2.793, 2.401], [9.109, 0.401, 0.735], [8.125, -0.768, -0.129], [9.669, -1.279, 0.604], [4.907, -0.620, 2.557], [6.169, 0.438, 3.027], [0.015, -6.805, 3.150], [-1.430, -6.895, 3.628], [-2.143, -5.588, 3.337], [-3.429, -5.491, 3.898], [-4.346, -4.664, 3.304], [-2.087, -8.113, 3.075], [0.502, -6.008, 3.717], [-0.072, -6.666, 2.047], [0.573, -7.797, 3.146], [-1.398, -7.139, 4.686], [-2.284, -5.525, 2.233], [-1.524, -4.749, 3.560], [-4.909, -4.101, 4.002], [-5.158, -5.232, 2.771], [-3.852, -4.000, 2.579], [-2.033, -8.260, 2.079], [-3.013, -8.182, 3.452], [-8.467, 2.156, 2.743], [-7.376, 2.937, 2.112], [-7.838, 4.302, 1.655], [-9.028, 4.114, 0.889], [-9.572, 5.271, 0.256], [-6.366, 3.201, 3.110], [-8.186, 1.120, 2.990], [-9.318, 2.075, 2.056], [-8.653, 2.690, 3.720], [-6.903, 2.342, 1.281], [-7.099, 4.840, 1.073], [-7.959, 4.997, 2.489], [-9.995, 5.004, -0.682], [-8.828, 6.118, 0.235], [-10.390, 5.606, 0.868], [-6.059, 2.267, 3.402], [-5.481, 3.531, 2.720], [-3.945, 3.961, -5.476], [-2.694, 4.362, -6.224], [-1.621, 4.902, -5.322], [-0.456, 5.064, -6.089], [0.634, 5.504, -5.285], [-2.128, 3.243, -7.013], [-3.662, 3.185, -4.722], [-4.785, 3.602, -6.021], [-4.363, 4.829, -4.967], [-3.001, 5.170, -6.869], [-1.379, 4.202, -4.436], [-1.847, 5.895, -4.905], [1.482, 5.579, -5.976], [0.808, 4.832, -4.472], [0.424, 6.549, -4.920], [-1.291, 3.519, -7.471], [-2.840, 3.030, -7.721]],
  "forces_ev_per_a": [[1.4, 0.5, -0.5], [0.5, -0.4, 2.6], [-1.4, -1.2, 0.2], [0.4, 0.5, -0.2], [0.9, -0.4, 0.3], [0.0, -2.6, -0.9], [0.1, 0.8, 0.1], [0.2, 0.9, -2.0], [-0.7, 0.7, 1.7], [-1.4, 0.0, -0.2], [0.4, -0.2, -0.6], [-0.1, 0.4, -0.7], [-0.6, 0.0, 0.7], [-0.6, 0.1, 0.2], [0.6, -0.2, -0.2], [-0.2, 0.4, -0.4], [0.1, -1.0, -0.2], [-0.2, 0.7, 0.4], [-0.2, 0.3, 0.0], [-0.5, -0.4, -0.2], [1.1, 0.3, 0.1], [0.2, -0.3, 0.0], [-0.8, -0.2, -0.5], [0.9, 1.0, 0.0], [0.0, 0.5, 0.9], [0.0, -0.4, -0.3], [-0.3, -0.5, -0.5], [0.3, 0.4, -0.8], [0.1, 0.4, 0.7], [-0.4, -0.9, -0.1], [-0.1, 0.5, -0.5], [0.1, -0.4, 0.3], [0.1, 0.7, 1.0], [0.3, 0.6, -1.3], [0.2, -0.6, 0.7], [0.2, 2.7, -0.8], [-0.6, -0.7, 0.0], [-0.2, -0.4, -0.1], [0.2, 0.2, 0.2], [0.6, -2.0, 0.1], [-0.3, 0.2, 0.7], [-0.7, 0.8, 0.1], [0.4, -0.8, -0.9], [-0.4, 0.8, 0.1], [0.9, -0.6, 0.1], [-0.3, 0.1, 0.3], [0.2, -0.5, 0.4], [0.4, 1.3, -1.0], [-0.5, -1.1, 0.9], [0.2, -0.5, 0.0], [-0.1, 0.1, 0.2], [-0.6, -0.6, 0.1], [0.4, 0.7, -0.3], [-0.3, 0.0, 0.0], [0.0, -0.3, -0.7], [-0.3, -0.3, 0.5], [0.6, 0.3, 0.2], [0.0, 0.5, -0.2], [0.1, 0.1, 0.3], [1.2, 0.5, 0.2], [-1.0, -0.1, -0.4], [-0.3, -0.9, -0.7], [-0.2, -0.3, 0.4], [0.1, 0.4, 0.2], [-0.1, 0.3, 0.1], [-0.9, 0.2, -2.5], [0.4, 0.5, 2.9], [0.0, 0.0, 0.4], [0.4, -0.1, -0.4], [0.2, -0.2, -0.4], [-0.5, 0.0, 0.1], [0.4, 0.3, -1.4], [0.2, 0.4, -0.7], [0.3, 0.3, 0.1], [0.5, 0.1, 0.8], [-1.3, -0.5, 0.3], [0.0, -0.7, 0.8], [0.7, 1.1, 0.9], [-0.5, 1.3, 0.1], [-0.3, 0.1, 0.1], [0.0, -0.3, -1.3], [-0.3, -1.0, 0.0], [0.5, -1.4, 0.1], [0.4, -0.5, -2.8], [0.0, 0.4, 0.4], [0.5, -0.3, 1.4], [0.2, 1.7, -0.2], [-0.4, -0.8, 0.8], [-0.5, 0.9, -0.5], [0.0, -1.1, 1.0], [-0.2, -0.2, -0.1], [0.9, 2.7, 1.9], [-1.1, -1.1, -0.5], [-0.3, -1.1, -0.6], [-1.4, -2.3, -1.3], [0.2, 0.0, -0.2], [0.2, -0.1, -0.1], [1.1, 0.9, 0.2], [0.4, 0.8, 0.4], [-0.6, 0.5, 1.0], [0.3, 0.7, -0.7], [-0.1, -1.2, -1.0], [0.4, -2.4, -1.2], [0.2, 0.0, 0.5], [-0.2, 0.2, -0.2], [0.0, 0.5, -0.3], [-0.3, 1.7, 2.1], [-0.5, 0.6, 1.0], [0.3, -0.2, -0.4], [0.0, 1.3, -1.2], [0.0, -0.2, -1.2], [1.2, -0.8, -0.3], [0.2, -1.1, 1.5], [-0.4, -0.1, 0.2], [-0.6, 0.2, 0.5], [0.2, 1.5, -1.3], [-0.2, -0.1, 0.4], [-0.6, 1.2, 0.9], [0.1, 0.0, 0.9], [-0.3, 0.3, 0.1], [0.8, -1.6, 0.0], [-0.2, -0.2, -0.6], [0.5, -0.9, 0.0], [0.6, 1.2, -1.9], [0.2, 0.5, 0.0], [-0.4, -0.3, 0.4], [-1.6, -0.8, 1.8], [0.7, 0.2, 0.0], [0.1, -0.8, 0.6], [0.1, 0.3, -0.2], [0.2, 0.0, -0.5], [-1.0, -0.4, 0.2], [-0.2, 0.9, -1.1], [0.3, -0.7, 1.2], [2.2, -1.2, 1.5], [1.1, 0.1, -0.1], [-0.1, 0.8, -0.8], [-1.4, 0.2, -0.7], [-0.8, 0.2, -0.2], [0.3, -0.3, -0.4], [-0.1, -0.5, 0.1], [-1.2, 1.4, 0.0], [-1.5, 1.3, -1.0], [0.9, -1.0, 0.3], [0.5, 0.1, 0.2], [0.3, 0.7, 1.0], [0.8, -2.2, -0.4], [-2.2, -1.1, 0.1], [1.1, 0.3, 1.6], [1.3, 1.2, -0.6], [-0.3, -0.2, -2.1], [-0.5, -0.6, -0.3], [-0.1, 0.3, -0.4], [0.4, 0.4, 0.4], [-0.2, -0.4, 0.9], [0.0, 0.7, 0.8], [0.5, -1.2, 0.6], [1.6, 0.8, -1.3], [-0.1, -0.1, 0.2], [-2.4, -0.2, 0.2], [0.4, 0.3, 0.0], [-0.2, -0.2, 0.5], [0.4, 0.0, -0.5], [0.9, 4.5, -0.1], [0.1, -3.4, -0.7], [1.8, -2.8, 1.1], [0.8, 0.5, 0.7], [-1.7, -0.7, -1.4], [-0.2, 1.9, 0.2], [-2.1, 0.2, 0.1], [0.5, -0.3, -0.1], [-1.0, -0.8, 0.3], [-0.1, 0.1, -0.2], [0.2, 1.8, 1.4], [1.7, 0.9, -1.4], [0.3, -0.5, -0.3], [0.2, -0.3, -0.6], [-0.1, 0.2, 0.4], [-0.8, -1.0, 0.6], [1.0, 0.6, -2.3], [-0.2, -0.8, 0.5], [-0.6, 1.0, 1.6], [-1.6, 0.9, 1.9], [0.1, -0.5, -0.5], [-0.1, -0.3, 0.0], [0.5, -0.8, -1.0], [0.5, -0.5, -0.1], [-0.3, -0.1, 0.1], [-0.1, 0.2, 0.2], [-1.1, -0.3, -0.3], [0.2, -0.2, -0.3], [1.0, 0.0, 0.0], [0.3, 0.3, 0.0], [0.3, 0.1, 0.1], [-0.3, 0.0, 0.2], [-2.6, 0.5, -2.0], [0.7, 0.3, 0.6], [1.3, -0.5, -1.3], [1.6, -2.4, 0.8], [-0.4, 0.5, 0.6], [0.1, 0.0, 1.6], [-0.2, 0.7, -0.1], [-0.5, 1.3, 0.0], [1.9, 0.6, 2.3], [-1.9, 0.8, -1.3], [1.8, -0.3, -0.1], [-1.2, -1.1, -1.2], [-0.8, 0.3, 0.0], [-0.6, -1.0, -0.6], [1.1, -0.4, 0.5], [-0.1, 1.2, -0.1], [-0.2, -0.2, 0.0], [1.5, 0.0, 1.4], [-0.4, -1.7, 0.4], [0.5, -0.7, -0.7], [-1.1, -0.4, 0.2], [-1.2, 0.7, -1.7], [0.0, -0.2, 0.3], [0.2, 0.5, -0.3], [0.0, 0.0, 0.0], [-1.0, -0.1, 0.1], [0.1, 1.0, -0.4], [0.4, 0.0, 0.1], [-0.1, 0.1, 0.4], [0.7, 0.3, 0.2], [0.5, 0.6, -0.5], [0.4, -0.4, 0.1], [0.0, 0.2, 0.6], [-0.1, -0.2, -1.0], [0.5, -0.1, 0.1], [2.1, 1.0, -0.8], [-1.5, -0.7, -0.9], [1.1, -0.4, -2.3], [1.3, 0.3, 0.6], [0.3, 0.0, 0.2], [-0.4, -0.1, 0.2], [-0.2, -0.1, 0.1], [0.3, 0.2, 0.2], [-0.2, 0.4, 1.3], [-1.5, 0.0, -0.6], [0.1, 1.2, 1.1], [-0.4, -0.5, 0.4], [-0.3, -0.1, 1.3], [0.1, -0.3, 0.1], [-1.5, -0.4, 0.0], [-0.2, 1.2, 0.1], [0.8, 0.4, -1.1], [1.4, -1.0, -0.5], [-0.5, 0.5, 0.2], [0.5, 0.3, 0.1], [0.3, -0.6, 0.1], [-0.4, -0.6, -0.3], [0.7, -0.7, -0.2], [-0.1, -0.1, -0.3], [-0.7, 0.0, 0.5], [-0.2, -0.1, 0.3], [-0.4, 0.4, 0.3], [-0.1, -0.2, 0.5], [0.4, -0.5, -0.3], [-0.5, 0.3, -0.4], [-0.7, 0.5, 0.8], [-0.5, 0.3, 0.2], [-1.4, 0.6, 0.2], [1.0, 0.5, 1.2], [1.0, -0.1, 0.0], [0.1, 0.5, 0.2], [-1.0, 0.1, -0.9], [0.2, -0.5, -0.4], [0.9, -0.7, 0.2], [-0.5, -0.2, 0.0], [0.7, -0.2, -0.8], [-0.8, -0.4, -0.9], [-0.2, 0.0, 0.3], [-0.6, 0.2, -0.2], [0.2, 0.0, 0.0], [0.2, -0.1, 0.5], [0.1, -0.3, 0.3], [0.4, 0.7, 0.1], [-0.4, -0.2, -0.2], [-0.3, -1.4, -1.4], [-0.2, -1.7, -0.1], [-0.6, -0.4, -2.0], [0.5, -1.3, 1.9], [-0.8, 0.0, -2.4], [0.8, 0.5, 0.7], [0.4, -0.1, -0.6], [0.5, 0.7, 0.8], [-0.7, 1.2, 0.8], [-0.2, 0.5, 0.5], [0.3, -0.2, 0.3], [0.5, 0.9, 0.7], [-0.1, 0.9, 1.1], [0.8, 0.1, 0.1], [-0.4, 0.0, 0.2], [-0.2, 0.5, -0.1], [-0.5, -0.1, -0.2], [-0.7, -0.3, 1.1], [1.4, 0.2, -1.0], [-0.7, 0.2, -0.6], [0.2, 0.2, -0.6], [1.2, 0.5, 1.7], [1.5, -1.0, 0.8], [0.2, 0.3, -0.1], [-0.1, 0.3, 0.6], [-0.5, -0.6, -1.0], [-0.7, 0.6, 0.1], [0.5, -0.2, -0.7], [-0.6, -0.4, 0.5], [0.1, -0.2, -1.0], [-0.6, -0.9, -0.5], [-0.5, 0.4, 0.4], [-0.1, 0.3, 0.5], [-0.4, 0.4, -0.3], [0.9, -0.4, 1.8], [-0.2, -0.2, -0.5], [1.0, -0.4, 1.5], [0.3, -0.1, -0.1], [-0.4, 1.5, -1.2], [-1.8, -0.2, 0.5], [-0.4, 0.6, -0.4], [-0.3, -0.6, -1.1], [0.2, 0.1, 0.3], [0.1, 0.5, -0.6], [-0.5, 0.7, -1.1], [-0.5, -0.3, 0.1], [0.0, -0.2, 0.4], [0.2, -0.3, 0.5], [0.2, -0.9, 0.0], [0.7, 0.6, -0.5], [0.6, -0.2, 0.2]],
  "lowdin_charge": [-0.009, -0.441, -0.123, -0.179, -0.132, -0.445, -0.111, -0.356, -0.059, -0.008, -0.054, 0.070, 0.075, 0.041, 0.123, 0.099, 0.116, 0.109, 0.108, 0.116, 0.081, 0.075, 0.066, 0.044, 0.052, 0.061, 0.043, 0.049, 0.066, -0.154, -0.161, 0.062, 0.085, 0.070, 0.070, -0.190, -0.127, 0.063, 0.076, 0.110, 0.046, -0.137, -0.196, 0.056, 0.074, 0.083, 0.024, -0.151, -0.145, 0.088, 0.086, 0.048, 0.087, -0.129, -0.176, 0.068, 0.077, 0.059, 0.020, -0.179, -0.160, 0.090, 0.071, 0.046, 0.029, -0.180, -0.201, 0.084, 0.079, 0.085, 0.047, -0.163, -0.206, 0.072, 0.083, 0.099, 0.035, -0.185, -0.135, 0.066, 0.094, 0.055, 0.086, -0.668, 0.036, 0.128, 0.119, 0.068, 0.069, 0.101, 0.082, -0.630, -0.063, 0.190, 0.198, 0.071, 0.112, 0.094, 0.040, -0.631, -0.015, 0.142, 0.163, 0.080, 0.065, 0.056, 0.117, -0.638, -0.012, 0.174, 0.164, 0.098, 0.051, 0.057, 0.112, -0.672, -0.026, 0.151, 0.190, 0.059, 0.110, 0.092, 0.040, -0.592, 0.012, 0.173, 0.149, 0.089, 0.074, 0.095, 0.042, -0.653, -0.011, 0.154, 0.199, 0.114, 0.108, 0.108, 0.080, -0.609, -0.024, 0.197, 0.187, 0.031, 0.088, 0.090, 0.052, -0.563, -0.066, 0.193, 0.201, 0.036, 0.065, 0.051, 0.095, -0.597, -0.040, 0.184, 0.181, 0.034, 0.046, 0.066, 0.086, -0.701, 0.048, 0.184, 0.143, 0.072, 0.014, 0.101, 0.051, -0.619, -0.066, 0.193, 0.158, 0.039, 0.103, 0.041, 0.126, -0.688, -0.034, 0.169, 0.195, 0.123, 0.069, 0.087, 0.040, -0.687, -0.029, 0.161, 0.189, 0.099, 0.048, 0.105, 0.085, -0.685, -0.037, 0.160, 0.138, 0.071, 0.062, 0.104, 0.113, -0.631, -0.041, 0.157, 0.151, 0.030, 0.118, 0.087, 0.122, -0.048, -0.384, -0.196, -0.195, -0.107, 0.067, 0.078, 0.056, 0.068, 0.127, 0.122, 0.138, 0.078, 0.090, 0.091, 0.088, 0.047, -0.053, -0.461, -0.177, -0.211, -0.112, 0.044, 0.087, 0.085, 0.074, 0.135, 0.102, 0.097, 0.050, 0.064, 0.100, 0.069, 0.097, -0.049, -0.419, -0.196, -0.201, -0.104, 0.058, 0.057, 0.095, 0.061, 0.120, 0.119, 0.098, 0.090, 0.101, 0.069, 0.087, 0.051, -0.063, -0.429, -0.167, -0.242, -0.104, 0.049, 0.062, 0.068, 0.093, 0.136, 0.120, 0.137, 0.078, 0.084, 0.083, 0.078, 0.048, -0.061, -0.409, -0.185, -0.190, -0.130, 0.065, 0.058, 0.057, 0.104, 0.114, 0.120, 0.096, 0.072, 0.095, 0.064, 0.036, 0.046, -0.058, -0.489, -0.204, -0.228, -0.090, 0.037, 0.091, 0.062, 0.110, 0.146, 0.114, 0.128, 0.070, 0.107, 0.074, 0.082, 0.076, -0.059, -0.415, -0.231, -0.208, -0.080, 0.055, 0.074, 0.065, 0.082, 0.131, 0.151, 0.133, 0.100, 0.043, 0.109, 0.071, 0.104],
  "total_charge": -1,
  "homo_lumo_gap_ev": 7.12,
  "energy_ha": -7152.98311
}